Molecular formula: C24H65N3O9
Method: DFT, ωB97M-V with the def2-TZVPD basis set

Cartesian coordinates (Å):
C  -2.226  -0.568  15.043
O  -2.371  -1.100  13.776
C  -1.517  -0.519  12.766
C  -0.015  -0.874  12.896
C  1.002  -0.118  11.987
N  0.159  -2.323  12.606
H  -3.073  -0.614  15.728
H  -1.997  0.493  14.939
H  -1.437  -1.169  15.494
H  -1.986  -0.846  11.838
H  -1.578  0.566  12.854
H  0.343  -0.588  13.885
H  0.821  0.951  11.874
H  1.075  -0.438  10.948
H  1.959  -0.088  12.508
H  -0.465  -2.497  11.831
H  -0.274  -2.897  13.315
C  6.174  0.773  -3.526
O  6.054  2.136  -3.937
C  7.045  2.963  -3.652
C  6.701  4.278  -4.274
N  6.533  4.126  -5.702
C  5.718  5.168  -6.246
C  5.626  5.083  -7.766
O  4.478  5.853  -8.163
C  4.785  7.238  -8.462
H  5.324  0.183  -3.870
H  5.951  0.789  -2.459
H  7.157  0.343  -3.715
H  7.992  2.538  -3.987
H  7.036  3.058  -2.566
H  7.548  4.919  -4.028
H  5.852  4.726  -3.759
H  6.226  3.164  -5.722
H  6.081  6.176  -6.043
H  4.751  5.127  -5.744
H  5.197  4.102  -7.971
H  6.526  5.105  -8.379
H  5.033  7.629  -7.475
H  3.993  7.838  -8.909
H  5.623  7.348  -9.150
C  -6.097  5.934  -12.437
O  -5.004  5.922  -11.494
C  -4.899  4.838  -10.629
C  -3.665  4.967  -9.763
N  -3.650  3.884  -8.801
C  -2.452  3.896  -8.016
C  -2.459  2.839  -6.877
O  -2.713  1.471  -7.280
C  -2.770  0.568  -6.193
H  -6.235  6.840  -13.026
H  -7.081  5.800  -11.988
H  -6.038  5.101  -13.138
H  -4.979  3.856  -11.096
H  -5.603  5.088  -9.835
H  -3.733  5.922  -9.241
H  -2.794  5.056  -10.412
H  -3.627  2.998  -9.286
H  -2.254  4.902  -7.648
H  -1.537  3.841  -8.605
H  -3.010  3.275  -6.045
H  -1.395  2.752  -6.657
H  -1.957  0.524  -5.468
H  -2.798  -0.461  -6.552
H  -3.617  0.959  -5.629
C  -0.174  -9.677  7.895
C  -1.488  -9.597  8.644
O  -2.363  -8.726  7.992
H  0.239  -8.669  7.857
H  -0.147  -10.209  6.944
H  0.439  -10.223  8.612
H  -1.406  -9.256  9.676
H  -1.934  -10.585  8.752
H  -3.176  -8.664  8.499
C  -6.756  2.626  0.544
C  -7.035  2.152  1.944
O  -5.792  1.872  2.605
H  -6.246  1.926  -0.117
H  -6.143  3.527  0.537
H  -7.655  2.904  -0.006
H  -7.689  1.282  1.874
H  -7.637  2.983  2.310
H  -5.627  0.995  2.251
C  3.895  -9.220  1.122
C  3.379  -8.996  -0.342
O  2.543  -7.865  -0.428
H  2.998  -9.448  1.698
H  4.294  -8.265  1.465
H  4.569  -10.054  1.317
H  2.939  -9.826  -0.893
H  4.257  -8.742  -0.937
H  2.496  -7.627  -1.357
C  -0.788  -3.356  5.129
C  0.141  -4.018  4.112
O  -0.082  -3.439  2.805
H  -0.536  -2.328  5.387
H  -0.850  -3.727  6.152
H  -1.780  -3.396  4.679
H  0.055  -5.101  4.015
H  1.197  -4.035  4.382
H  0.403  -4.020  2.214

Properties
ΔE to the lowest compared entry with this formula, charge and spin = 5.220 eV
Highest occupied orbital energy = -8.6 eV
Net charge = 0
SMILES = COC[C@H](C)N.COCCNCCOC.COCCNCCOC.CCO.CCO.CCO.CCO
Orbital gap = 9.3171 eV
Max |F| = 0.1058 hartree/bohr

Molecular formula: C3H8N2O2
Method: DFT, ωB97M-V with the def2-TZVPD basis set

Cartesian coordinates (Å):
N  2.076  0.497  -1.301
C  0.727  0.525  -1.014
O  0.071  1.561  -1.083
N  0.168  -0.688  -0.708
C  -1.116  -0.732  -0.028
C  -1.024  -0.270  1.423
O  -0.523  1.038  1.558
H  2.485  1.420  -1.312
H  2.644  -0.202  -0.845
H  0.778  -1.483  -0.595
H  -1.495  -1.759  -0.073
H  -1.814  -0.099  -0.585
H  -0.347  -0.941  1.972
H  -2.019  -0.364  1.887
H  -0.611  1.496  0.704

Properties
ΔE to the lowest compared entry with this formula, charge and spin = 0.292 eV
Highest occupied orbital energy = -9.7 eV
Net charge = 0
SMILES = NC(=O)NCCO
Orbital gap = 10.3913 eV
Max |F| = 0.0077 hartree/bohr

Molecular formula: C14H27LiN4O2SSi
Method: DFT, ωB97M-V with the def2-TZVPD basis set

Cartesian coordinates (Å):
Li  0.657  -1.114  0.875
C  -0.332  -2.952  -2.841
N  -0.127  -2.826  -1.405
C  -1.094  -2.980  -0.433
S  -0.590  -3.187  1.176
N  -2.366  -2.968  -0.844
C  -3.484  -3.417  -0.013
H  0.657  -3.036  -3.333
H  -0.762  -2.001  -3.229
H  -0.948  -3.833  -3.106
H  0.754  -3.260  -1.107
H  -2.576  -2.551  -1.756
H  -3.095  -4.012  0.797
H  -4.177  -4.014  -0.627
H  -4.037  -2.544  0.382
N  2.745  -0.369  -2.183
C  4.002  -0.778  -1.521
C  3.677  -1.017  -0.043
O  4.585  -1.055  0.780
O  2.395  -1.077  0.164
H  2.710  -0.537  -3.197
H  2.551  0.649  -1.984
H  2.022  -0.937  -1.691
H  4.826  -0.038  -1.636
H  4.379  -1.711  -1.958
C  -2.640  -0.171  1.948
Si  -1.497  1.289  2.161
C  -2.409  2.885  1.775
C  -1.043  1.417  3.979
N  -0.036  0.897  1.249
C  0.557  1.818  0.446
C  1.975  2.199  0.560
C  2.545  3.174  -0.239
C  1.802  3.784  -1.248
C  0.460  3.437  -1.422
C  -0.137  2.504  -0.596
H  -3.610  -0.003  2.420
H  -2.145  -1.057  2.378
H  -2.821  -0.422  0.888
H  -3.030  3.273  2.618
H  -3.035  2.809  0.861
H  -1.640  3.678  1.555
H  -1.773  2.012  4.546
H  -0.047  1.902  4.078
H  -0.940  0.433  4.436
H  2.540  1.685  1.301
H  3.596  3.404  -0.114
H  2.248  4.536  -1.858
H  -0.116  3.850  -2.250
H  -1.176  2.237  -0.743

Properties
Highest occupied orbital energy = -6.2 eV
Net charge = 0
Orbital gap = 5.5476 eV
Max |F| = 0.0415 hartree/bohr

Molecular formula: C17H24F6O7S
Method: DFT, ωB97M-V with the def2-TZVPD basis set

Cartesian coordinates (Å):
C  -3.369  1.426  -3.632
C  -2.807  0.740  -2.533
C  -1.373  -0.020  -2.603
C  -1.059  -0.540  -4.083
S  0.363  -1.719  -4.205
C  1.978  -0.840  -3.973
C  2.054  0.618  -4.641
O  -0.304  0.870  -2.122
C  -0.644  1.421  -0.847
O  -1.031  2.614  -0.771
C  -0.502  0.586  0.535
C  -1.891  -0.175  0.890
O  -2.970  0.440  1.105
H  -4.293  2.083  -3.463
H  -2.909  1.409  -4.675
H  -3.384  0.769  -1.542
H  -1.434  -0.875  -1.830
H  -0.986  0.338  -4.822
H  -1.995  -1.130  -4.416
H  2.313  -0.752  -2.884
H  2.778  -1.483  -4.499
H  1.917  1.484  -3.900
H  1.335  0.785  -5.510
H  3.126  0.735  -5.058
H  0.329  -0.214  0.467
H  -0.263  1.369  1.335
H  -1.910  -1.318  0.934
C  3.102  3.832  1.363
C  4.237  2.827  1.394
O  4.127  1.905  0.298
C  4.612  2.333  -0.886
O  5.111  3.414  -1.062
C  4.477  1.242  -1.943
F  3.265  0.641  -1.915
F  5.391  0.263  -1.776
F  4.642  1.705  -3.194
H  2.136  3.320  1.342
H  3.139  4.482  2.240
H  3.152  4.455  0.468
H  4.178  2.234  2.309
H  5.213  3.319  1.392
C  -3.019  -1.749  3.260
C  -3.934  -2.402  4.275
O  -3.396  -3.663  4.707
C  -2.458  -3.605  5.674
O  -2.060  -2.584  6.172
C  -2.013  -5.010  6.070
F  -1.795  -5.804  5.000
F  -2.941  -5.635  6.826
F  -0.873  -5.013  6.783
H  -2.824  -2.429  2.426
H  -3.465  -0.833  2.873
H  -2.051  -1.502  3.704
H  -4.901  -2.616  3.814
H  -4.123  -1.747  5.129

Properties
Highest occupied orbital energy = -8.7 eV
Net charge = 0
SMILES = C=C[C@@H](CSCC)OC(=O)CC=O.CCOC(=O)C(F)(F)F.CCOC(=O)C(F)(F)F
Orbital gap = 8.5047 eV
Max |F| = 0.0978 hartree/bohr

Molecular formula: C25H55N3O3
Method: DFT, ωB97M-V with the def2-TZVPD basis set

Cartesian coordinates (Å):
O  -0.304  2.746  -0.035
C  -0.305  1.614  -0.708
O  0.095  0.520  -0.253
O  -0.784  1.701  -1.869
H  -0.690  3.137  -0.822
C  -0.236  -4.959  -2.248
C  -0.128  -3.540  -1.888
C  0.478  -2.725  -3.036
N  0.216  -1.229  -2.735
C  1.067  -0.676  -1.419
C  -1.285  -0.853  -2.686
C  -1.527  0.457  -3.524
C  -0.159  0.978  -3.934
C  0.625  -0.400  -4.022
H  -0.344  -5.518  -1.318
H  0.640  -5.383  -2.740
H  -1.167  -5.216  -2.752
H  0.526  -3.401  -1.028
H  -1.098  -3.157  -1.572
H  0.017  -3.046  -3.970
H  1.556  -2.883  -2.987
H  0.563  -1.044  -0.525
H  1.049  0.409  -1.518
H  2.115  -0.956  -1.311
H  -1.699  -0.706  -1.689
H  -1.863  -1.669  -3.121
H  -2.087  1.113  -2.857
H  -2.194  0.310  -4.373
H  0.333  1.576  -3.167
H  -0.158  1.512  -4.884
H  1.713  -0.354  -4.054
H  0.273  -0.928  -4.908
C  0.208  4.293  1.941
C  1.184  3.115  2.214
C  1.681  2.472  0.886
N  2.268  1.045  1.085
C  2.720  0.507  -0.307
C  1.275  0.017  1.785
C  1.946  -0.510  3.035
C  2.901  0.638  3.372
C  3.474  1.015  2.022
H  0.680  5.151  1.463
H  -0.179  4.672  2.887
H  -0.589  4.051  1.238
H  0.674  2.345  2.792
H  1.949  3.348  2.954
H  2.442  3.057  0.370
H  0.860  2.292  0.192
H  3.481  1.212  -0.641
H  1.857  0.316  -0.946
H  3.208  -0.455  -0.148
H  1.042  -0.821  1.128
H  0.361  0.573  1.993
H  2.446  -1.453  2.813
H  1.215  -0.645  3.832
H  3.628  0.289  4.105
H  2.389  1.448  3.892
H  4.220  0.288  1.700
H  3.890  2.022  2.031
C  0.797  -2.882  1.633
C  -0.583  -2.084  1.831
C  -0.664  -0.656  1.482
N  -2.074  0.035  1.290
C  -2.952  -0.471  2.485
C  -2.710  -0.283  -0.082
C  -3.267  1.019  -0.595
C  -2.885  2.217  0.316
C  -1.886  1.583  1.356
H  1.098  -2.784  0.590
H  0.765  -3.969  1.709
H  1.580  -2.437  2.247
H  -0.915  -2.291  2.849
H  -1.348  -2.463  1.153
H  -0.080  -0.446  0.586
H  -0.239  -0.042  2.275
H  -3.950  -0.046  2.368
H  -2.473  -0.233  3.434
H  -3.035  -1.557  2.453
H  -3.450  -1.070  0.070
H  -1.962  -0.542  -0.831
H  -4.326  0.895  -0.821
H  -2.813  1.373  -1.520
H  -3.782  2.594  0.808
H  -2.459  3.032  -0.270
H  -1.988  1.948  2.378
H  -0.868  1.845  1.070

Properties
ΔE to the lowest compared entry with this formula, charge and spin = 24.387 eV
Highest occupied orbital energy = -14.9 eV
Net charge = +2
Orbital gap = 10.3652 eV
Max |F| = 0.2048 hartree/bohr

Molecular formula: C17H24Cl2O5SSn
Method: DFT, ωB97M-V with the def2-TZVPD basis set

Cartesian coordinates (Å):
C  -0.724  0.766  -3.819
C  -1.559  -0.371  -3.616
C  -0.728  -1.482  -3.290
C  -3.036  -0.389  -3.661
C  0.628  -1.054  -3.391
C  0.631  0.343  -3.681
C  1.830  1.192  -3.802
C  -1.191  2.155  -4.022
C  -1.186  -2.816  -2.861
C  1.804  -1.933  -3.253
Sn  0.231  1.112  -0.213
Cl  -2.056  0.574  -0.542
Cl  0.546  3.393  0.135
O  1.580  -0.183  -0.762
H  -3.470  0.577  -3.367
H  -3.446  -1.185  -3.025
H  -3.357  -0.597  -4.690
H  -1.923  -2.734  -2.049
H  -0.341  -3.412  -2.496
H  -1.652  -3.352  -3.699
H  1.614  -2.712  -2.508
H  2.692  -1.362  -2.970
H  2.019  -2.440  -4.205
H  2.668  0.766  -3.236
H  1.695  2.211  -3.415
H  2.140  1.269  -4.858
H  -1.983  2.428  -3.311
H  -1.606  2.264  -5.035
H  -0.369  2.868  -3.906
H  1.812  -0.738  0.025
O  2.874  3.649  -1.873
H  3.457  3.991  -1.153
C  -0.218  0.657  7.978
C  -0.138  0.193  6.547
C  -0.006  -1.161  6.207
C  0.141  -1.554  4.883
C  0.162  -0.585  3.883
C  -0.054  0.757  4.195
C  -0.181  1.129  5.521
S  0.369  -1.009  2.187
O  1.720  -1.469  1.916
O  -0.703  -1.811  1.650
O  0.231  0.501  1.743
H  -1.088  0.223  8.483
H  0.676  0.369  8.544
H  -0.307  1.749  8.014
H  0.000  -1.910  7.000
H  0.230  -2.603  4.605
H  -0.132  1.536  3.455
H  -0.299  2.188  5.740

Properties
ΔE to the lowest compared entry with this formula, charge and spin = 0.442 eV
Highest occupied orbital energy (spin up / spin down) = 0.1 / 0.1 eV
Net charge = -2
Orbital gap (spin up / spin down) = 3.5601 / 3.5421 eV
Max |F| = 0.0533 hartree/bohr

What is the max |F| in the second record? 0.0077 hartree/bohr